No. 1
38
Properties=species:S:1:pos:R:3 method="wB97M-V/def2-TZVPD" de_lowest_ev=0.000 smiles="CNc1ccc(-c2cc(C)cc(C(=O)Nc3nnn[nH]3)n2)cc1" e_homo_ev=-8.0
C -4.708 2.253 -3.384
N -3.270 2.248 -3.676
C -2.282 1.735 -2.821
C -0.973 1.809 -3.223
C 0.073 1.279 -2.483
C -0.138 0.720 -1.222
C 1.024 0.176 -0.432
C 2.354 0.453 -0.747
C 3.398 -0.085 0.005
C 4.814 0.276 -0.373
C 3.094 -0.868 1.114
C 1.736 -1.127 1.370
C 1.357 -1.893 2.583
O 2.168 -2.498 3.308
N 0.028 -1.888 2.933
C -0.464 -2.408 4.118
N -1.699 -2.253 4.433
N -1.900 -2.868 5.625
N -0.809 -3.372 6.028
N 0.120 -3.173 5.062
N 0.750 -0.599 0.596
C -1.473 0.579 -0.805
C -2.524 1.096 -1.596
H -4.920 2.485 -2.310
H -5.168 1.262 -3.638
H -5.258 2.985 -4.026
H -2.951 2.844 -4.472
H -0.727 2.231 -4.204
H 1.047 1.267 -2.936
H 2.643 1.124 -1.559
H 5.398 -0.656 -0.457
H 5.211 0.936 0.416
H 4.845 0.787 -1.336
H 3.903 -1.248 1.754
H -0.610 -1.356 2.364
H 1.127 -3.396 5.078
H -1.677 0.117 0.156
H -3.539 1.023 -1.246

No. 2
44
Properties=species:S:1:pos:R:3 method="wB97M-V/def2-TZVPD" de_lowest_ev=0.861 charge=+2 e_homo_ev=-14.9
Pt 0.227 -0.568 -0.573
Br 2.853 4.573 2.753
C 2.109 3.084 1.948
C 0.805 2.701 2.235
C 0.282 1.597 1.599
N 0.998 0.879 0.723
C 2.263 1.253 0.432
C 2.852 2.345 1.027
C 2.895 0.468 -0.649
C 4.243 0.493 -0.930
C 4.728 -0.224 -2.020
Br 6.534 -0.213 -2.405
C 3.839 -0.940 -2.814
C 2.509 -0.958 -2.470
N 2.046 -0.290 -1.393
H 0.200 3.254 2.939
H -0.716 1.241 1.814
H 3.856 2.650 0.770
H 4.919 1.060 -0.307
H 4.175 -1.484 -3.685
H 1.786 -1.514 -3.044
F -0.105 1.777 -1.940
C -0.916 0.833 -1.492
F -1.710 1.310 -0.550
F -1.637 0.362 -2.480
C -4.032 -5.016 1.046
C -2.549 -4.953 0.818
O -2.091 -3.596 1.193
P -0.855 -2.859 0.657
O -0.843 -1.369 1.024
Te -0.758 -2.663 -1.763
O 0.482 -3.483 1.164
C 0.958 -4.832 0.830
C 2.460 -4.798 0.794
H -4.383 -6.019 0.801
H -4.556 -4.300 0.415
H -4.270 -4.811 2.088
H -2.287 -5.122 -0.229
H -1.999 -5.653 1.441
H 0.535 -5.118 -0.136
H 0.578 -5.502 1.598
H 2.818 -4.183 -0.033
H 2.841 -5.810 0.658
H 2.858 -4.408 1.730

No. 3
44
Properties=species:S:1:pos:R:3 method="wB97M-V/def2-TZVPD" charge=+2 multiplicity=5 e_homo_ev="-14.6 / -15.4"
Pt 0.268 0.193 -0.193
Br -1.149 -2.215 -6.504
C -0.690 -1.598 -4.788
C -0.176 -2.474 -3.841
C 0.100 -1.971 -2.584
N -0.089 -0.693 -2.270
C -0.529 0.172 -3.193
C -0.864 -0.258 -4.466
C -0.580 1.585 -2.764
C -0.730 2.638 -3.647
C -0.673 3.942 -3.163
Br -0.842 5.385 -4.351
C -0.476 4.167 -1.806
C -0.342 3.071 -0.981
N -0.397 1.821 -1.452
H -0.001 -3.515 -4.069
H 0.488 -2.611 -1.800
H -1.258 0.423 -5.207
H -0.871 2.466 -4.704
H -0.422 5.170 -1.408
H -0.190 3.191 0.084
F 3.061 -0.856 0.472
C 2.442 0.059 -0.239
F 2.837 1.272 0.140
F 2.763 -0.114 -1.524
C -0.579 1.590 5.275
C -1.296 0.342 4.818
O -0.395 -0.558 4.073
P -0.010 -0.376 2.584
O 0.387 0.964 2.080
Te -1.860 -1.029 1.028
O 1.077 -1.458 2.287
C 1.112 -2.818 2.828
C 0.647 -3.823 1.796
H -1.265 2.198 5.863
H -0.222 2.176 4.428
H 0.275 1.330 5.900
H -2.161 0.571 4.189
H -1.632 -0.257 5.659
H 0.523 -2.862 3.743
H 2.156 -2.992 3.080
H -0.365 -3.583 1.446
H 0.613 -4.816 2.242
H 1.318 -3.848 0.938

No. 4
38
Properties=species:S:1:pos:R:3 method="wB97M-V/def2-TZVPD" de_lowest_ev=4.291 e_homo_ev=-8.1
N 3.947 1.738 -0.038
C 2.923 1.367 0.925
C 3.379 -0.084 1.488
C 2.115 -0.564 2.266
C 0.879 -0.829 1.319
N 0.440 0.455 0.832
C -0.936 0.823 0.848
C -1.375 1.604 1.907
Br -0.246 2.251 3.288
C -2.684 1.813 2.035
C -3.621 1.341 1.041
C -3.065 0.607 -0.053
C -1.748 0.390 -0.175
C -1.103 -0.272 -1.266
C -1.547 -1.384 -2.000
S -3.117 -2.344 -1.896
C -2.548 -3.125 -3.408
O -3.522 -3.725 -4.140
N -1.395 -2.784 -3.910
C -0.762 -1.868 -3.191
O 0.279 -1.337 -3.547
C 1.501 1.386 0.261
H 4.008 1.076 -0.836
H 3.718 2.691 -0.456
H 2.854 2.136 1.756
H 4.216 0.185 2.104
H 3.696 -0.776 0.707
H 2.415 -1.465 2.677
H 1.884 -0.108 3.213
H 1.156 -1.455 0.506
H -0.006 -1.156 1.920
H -3.082 2.388 2.904
H -4.751 1.390 1.125
H -3.615 0.248 -0.868
H -0.205 0.164 -1.653
H -3.104 -4.175 -4.958
H 1.765 0.980 -0.748
H 1.257 2.420 0.016